Density functional theory data (the ωB97M-V functional and the def2-TZVPD basis) for a molecular structure, C32H47CsF5N9OPS2 in a non-equilibrium geometry.

Properties
* highest occupied orbital energy: -4.24 eV
* charge: -1
* max |F|: 0.083 Eh/bohr
* E_LUMO: 2.032 eV
* molecular weight: 896.79 g mol⁻¹

```
98
Properties=species:S:1:pos:R:3:forces:R:3
H 4.5564 3.8599 -3.4133 0.05 0.04 -0.02
C 2.8028 2.7927 3.4643 0.06 0.01 -0.09
H -0.4116 11.0430 0.1023 0.02 0.09 -0.03
C -0.6086 -3.0744 -0.3675 -0.06 -1.32 0.07
C -0.4496 9.9639 0.0721 -0.08 0.26 0.06
H 1.6060 2.4874 1.6855 0.04 -0.13 0.10
H 2.7217 -4.1003 2.2528 -0.01 -0.25 0.08
C 0.6567 9.2310 -0.3305 -0.03 0.14 0.01
C -4.5379 -0.3773 2.0344 -0.08 -0.14 0.12
P 3.7022 1.1812 -0.0093 2.14 1.24 0.36
N -1.5838 5.0631 0.4628 -0.84 -0.36 0.48
H 0.7416 -4.4835 -3.8686 -0.03 0.04 -0.18
H 3.2862 4.5827 2.3775 0.02 0.08 -0.03
H 0.5249 -6.0396 3.1639 -0.12 -0.06 0.06
H 0.2242 5.2883 -0.3710 -0.26 0.22 0.11
Cs 0.2963 -0.2332 -0.2049 -1.55 3.95 0.36
C 6.6921 -0.9769 -1.1459 -0.02 0.16 -0.05
H 3.8046 5.2531 -2.6053 0.04 0.04 -0.02
F -0.5230 -2.2406 0.7976 -1.09 -1.96 0.96
C -1.6661 7.9199 0.4276 -0.01 -0.24 0.02
H 6.8956 -1.3833 -2.1331 0.03 -0.09 -0.04
O 2.6051 0.2227 -0.1210 2.02 -0.07 -0.08
C 0.8010 -5.0607 -2.9513 0.15 0.01 0.12
C 2.4894 3.5139 -2.8813 0.14 -0.02 0.02
C 4.2352 3.5609 -1.2981 0.31 0.26 0.18
H 0.4583 -6.0736 -3.1567 -0.10 -0.15 -0.09
C 2.6759 -5.1623 -0.0105 0.30 -0.53 -0.06
C -1.3514 3.7875 0.4306 1.83 1.89 -1.20
N 2.2850 -5.7646 -1.1568 -0.27 -0.22 0.36
C 2.4412 2.0105 2.2078 -0.70 -0.11 0.25
C -6.4111 1.0970 1.7246 -0.16 -0.21 0.08
H 5.3156 3.5772 -1.1189 -0.03 0.14 0.00
H 1.4755 7.2890 -0.6937 0.08 -0.08 0.01
C 6.4907 0.9022 0.2715 0.28 0.20 0.27
C 0.6159 7.8549 -0.3608 -0.06 -0.25 -0.01
H -4.1433 -1.3490 2.3049 0.01 0.01 -0.05
C -5.5594 2.0985 1.3074 0.47 0.06 -0.04
N 3.7573 2.1870 -1.3720 -0.15 -0.43 0.78
H 2.1728 0.9754 2.4307 -0.03 0.02 0.03
C 3.8464 4.1657 -2.6416 -0.01 -0.06 0.05
H 2.5853 -4.0537 -2.2603 -0.01 -0.22 -0.06
H 6.4847 1.9892 0.3491 0.06 -0.01 0.01
C -4.1785 1.8785 1.2656 -0.69 -1.29 0.68
N 2.3462 -5.7917 1.1453 -0.32 -0.24 -0.28
C 0.9007 -5.0372 2.9568 0.18 0.00 -0.12
H 7.0575 -1.6745 -0.3926 0.06 -0.09 0.01
H 3.2823 2.1352 4.1923 -0.01 0.03 0.09
H -7.4787 1.2708 1.7644 -0.02 0.04 -0.02
H -6.5820 -0.9387 2.3740 0.01 -0.02 0.01
H 6.9103 0.4925 1.2029 0.03 0.19 -0.08
C -2.0973 -3.3373 -0.5173 -0.55 -0.13 -0.13
H 1.5633 9.7431 -0.6232 0.07 0.02 -0.03
H -5.9252 3.0665 1.0047 -0.07 0.13 -0.06
H 5.1471 3.5385 1.2167 0.05 0.05 0.09
H 1.6246 -6.5253 -1.0746 -0.03 0.11 0.12
N -3.4112 2.9084 0.7629 2.58 1.69 -0.71
H 0.8747 -4.4622 3.8787 -0.04 0.02 0.13
H -2.4852 9.8564 0.7453 -0.01 0.03 0.02
H 8.3737 0.3721 -0.7124 0.04 0.06 -0.02
H 1.6816 -6.5510 1.0776 -0.01 0.11 -0.12
H 1.8220 1.6223 -2.0321 -0.01 0.03 -0.03
H 1.9281 3.2549 3.9172 -0.02 -0.03 0.05
N 3.6524 2.0616 1.3907 -0.20 -0.15 -0.70
C 3.8115 3.8058 2.9342 0.05 -0.10 0.02
H 1.7332 3.9771 -2.2469 -0.06 -0.01 -0.03
H 2.1631 3.5659 -3.9192 -0.03 -0.04 0.00
C -0.5475 7.1732 0.0266 -0.46 0.56 0.08
H 5.3908 2.3779 2.5378 0.02 0.10 -0.04
H 4.7258 -0.3849 -1.8529 0.05 -0.10 -0.12
F -2.5954 -3.9750 0.5636 0.25 0.08 0.21
C 4.6345 2.9480 1.9776 0.42 0.14 0.07
H 4.4185 4.2669 3.7117 0.03 0.05 0.00
C -5.9061 -0.1477 2.0755 -0.09 0.01 0.04
S 0.0814 3.0618 -0.2211 0.25 0.28 -0.36
H 0.2511 -4.5595 2.2255 -0.07 0.06 -0.04
H -2.6092 0.4563 1.6078 -0.03 0.02 -0.04
C 5.2100 -0.7154 -0.9263 -0.16 -0.46 -0.11
C 7.3045 0.4012 -0.9192 -0.02 -0.02 0.12
H 3.7305 4.1180 -0.4980 0.05 -0.02 0.06
H -2.5641 7.3866 0.7003 -0.03 -0.02 0.04
C 2.3240 -5.1050 2.4189 -0.01 0.11 0.42
S 3.6636 -3.8365 -0.0176 0.38 0.76 0.00
H 3.1140 1.4631 -3.2337 -0.11 0.01 0.03
H 2.8976 -5.5679 -3.1415 0.01 0.14 0.06
C 2.7326 2.0825 -2.4106 -0.33 -0.29 -0.53
F -2.3291 -4.1646 -1.5653 0.23 0.13 -0.11
C -1.6097 9.2956 0.4425 0.10 0.12 0.01
C -3.6769 0.6276 1.6466 0.22 0.30 -0.14
H 4.6745 -1.5854 -0.5521 0.03 0.04 -0.21
F -0.3200 -2.1580 -1.4348 -0.92 -2.19 -1.38
H 7.1245 1.0434 -1.7830 0.02 0.02 -0.07
F -2.9367 -2.2774 -0.7211 0.31 0.14 0.08
H 0.1449 -4.6085 -2.2123 -0.04 0.03 0.04
N 5.1576 0.3547 0.0751 -0.62 0.14 -0.14
C 2.2282 -5.0728 -2.4268 0.00 0.12 -0.45
N -0.5935 5.8238 -0.0456 0.88 -1.00 -0.43
H 2.9774 -5.6290 3.1280 -0.01 0.14 -0.06
N -2.1573 2.8494 0.9774 -3.65 -1.78 1.21
```
Forces are in eV/Å.

Density functional theory data (the ωB97M-V functional and the def2-TZVPD basis) for a molecular structure, C32H48BF7IrN6O5P2S3.

Properties
* highest occupied orbital energy (spin up / spin down): -8.44 / -8.44 eV
* multiplicity: 2
* charge: 0
* max |F|: 0.016 Eh/bohr
* ΔE to the lowest compared entry with this formula, charge and spin: 13.3 kcal/mol
* E_LUMO (spin up / spin down): 0.162 / -2.223 eV
* molecular weight: 1090.94 g mol⁻¹

```
105
Properties=species:S:1:pos:R:3:forces:R:3
O -1.1866 0.3638 0.0591 -0.09 0.16 -0.06
C 5.4408 1.7905 -0.9720 0.04 -0.03 0.01
C 4.0124 -3.2354 -2.1608 0.00 -0.03 -0.03
H -4.0509 -0.7954 2.8394 -0.01 -0.01 0.00
H -1.0864 0.3557 -2.2220 0.01 -0.04 -0.04
H -4.3668 3.0841 -3.1597 0.02 0.00 -0.02
C -3.4343 -2.8423 2.3384 -0.02 -0.01 -0.01
H -3.3748 4.1356 2.2916 0.01 0.02 -0.02
C 0.1064 -4.5764 -1.8069 0.03 -0.06 0.01
H -4.6641 2.4579 1.1133 0.00 0.00 0.02
B -0.3999 4.1862 -0.3224 -0.07 -0.14 0.15
O 2.6534 -3.1392 -2.6698 -0.01 0.00 -0.01
C 0.5397 -4.8865 -4.2754 0.00 0.01 -0.01
F 0.0278 2.7932 0.1072 0.06 0.15 0.12
N 2.7705 1.1529 -0.7490 -0.08 0.20 -0.29
C 1.8114 1.3482 3.6597 0.01 0.01 0.00
S 1.8253 2.9349 -2.3052 0.22 0.38 -0.19
H -2.9413 2.0770 4.5009 0.01 0.01 0.00
C -3.2448 -1.3341 2.3417 -0.05 -0.01 -0.05
H -1.3839 0.9787 3.1200 0.02 0.00 -0.01
C -4.1377 2.1471 2.0143 0.02 0.00 -0.01
Ir 0.7492 0.8420 -0.4790 -0.29 -0.76 0.23
H -5.9057 1.4496 -2.1840 0.00 0.00 0.00
H 5.8514 -2.1741 -2.0308 0.00 0.00 0.00
O 2.4565 2.6527 1.7279 0.02 0.00 -0.02
C -2.7867 -2.1989 0.1256 0.02 -0.03 0.00
F 4.4454 4.8279 -2.0932 0.00 0.01 0.00
F 4.4347 3.5119 -3.8065 0.00 0.00 0.00
F -0.8131 4.0356 -1.6497 0.06 0.03 -0.16
S 1.1935 -1.4043 -0.8289 -0.01 -0.12 0.13
C -3.9515 2.1464 -2.7954 -0.01 0.03 0.01
C -4.9992 1.0444 -2.6385 0.00 0.01 0.01
C 2.2467 2.0288 4.7773 0.00 -0.01 0.00
H -3.5814 -2.5009 -0.5622 -0.02 0.00 0.01
O 0.3671 -2.6477 -3.3671 -0.02 0.01 -0.03
C 3.9696 -3.6639 -0.7071 -0.01 0.01 0.00
C -0.0906 -4.0188 -3.2028 0.01 0.01 -0.03
N -0.2383 0.8950 -2.3769 0.09 0.13 0.07
H 4.8820 -1.7333 -3.4498 0.00 0.00 -0.02
H -4.4766 -3.0879 2.1196 0.00 0.00 0.02
H 1.1678 -0.2161 7.0881 0.00 0.00 0.00
H 3.4084 -4.5918 -0.5947 0.00 0.01 0.01
C 1.1606 0.1360 3.7545 -0.03 0.00 0.02
H 4.4285 -4.0468 -2.7610 0.00 -0.01 0.01
C -1.8076 1.8765 2.6674 -0.09 -0.07 0.01
N 1.2697 0.6684 1.4937 0.00 0.18 0.01
H -3.8579 3.0866 -0.8241 -0.04 0.00 -0.01
H 6.4865 2.0501 -1.0597 0.00 0.00 0.00
H 3.3198 -0.3548 0.5320 0.00 0.01 0.02
H -1.0156 2.4438 2.1888 0.08 0.07 -0.07
H -5.0360 -0.5461 -1.1204 0.00 0.00 0.01
C 1.9980 1.4397 6.0144 0.00 0.00 0.00
C 5.0349 0.7384 -0.1609 0.02 0.09 0.04
H -2.2944 -1.0888 2.8240 0.01 0.01 0.02
C 3.1472 2.1639 -1.5486 0.03 -0.22 0.14
C -2.5609 2.7172 3.7006 0.00 -0.01 0.01
H -1.1609 -3.9303 -3.3987 0.01 0.01 0.00
C -2.5301 -3.2717 1.1862 0.00 0.00 -0.02
H 3.4961 -2.8980 -0.0932 0.01 0.00 0.01
H -5.2714 0.5664 -3.5784 0.00 0.01 -0.01
N -3.6226 0.9802 -0.7538 0.12 0.01 -0.03
H 0.4717 -4.3973 -5.2464 -0.01 -0.01 0.00
F 0.6676 5.0145 -0.1752 -0.04 0.03 -0.01
H 4.4313 -1.1340 -1.8548 0.01 -0.09 -0.06
H 2.3162 1.9403 6.9197 0.00 0.00 0.00
H 2.7520 2.9813 4.6874 0.00 0.00 0.00
H 0.4026 -1.4157 5.0319 0.00 0.00 0.00
H -3.6423 -0.5842 -2.2113 0.01 0.00 0.00
H 1.5885 -5.0774 -4.0515 0.02 0.02 0.00
N -2.8476 1.5312 1.6735 0.00 0.08 0.02
H -0.3661 -5.5595 -1.7601 -0.02 0.02 0.01
N -3.2144 -1.0058 0.8961 0.16 0.03 0.02
H -2.3052 2.5365 -1.4000 -0.06 -0.01 0.00
H -3.1639 -3.2932 3.2924 0.01 0.00 0.00
H -3.1801 1.8321 -3.5036 0.01 -0.03 0.02
C 4.5009 2.5074 -1.6747 -0.06 0.04 -0.05
H -4.7797 1.4423 2.5569 0.00 0.01 0.00
C 1.9069 1.6913 2.2056 0.00 -0.03 -0.06
H -4.5427 3.6556 3.5409 0.00 0.00 0.00
C 3.6955 0.4524 -0.0764 -0.09 0.05 0.07
C 0.9127 -0.4629 4.9718 0.00 0.01 0.00
H -0.5010 1.8311 -2.6740 -0.07 0.04 0.10
C 0.7953 -0.2955 2.3661 0.06 0.04 0.01
C -4.3312 0.0777 -1.6690 -0.06 0.01 0.02
H -1.4882 -3.2277 1.5044 0.03 0.01 -0.01
C -3.3650 2.2923 -1.3895 -0.01 -0.04 0.00
C 1.3434 0.2136 6.1103 0.00 0.00 0.00
C -3.7257 3.3087 2.9092 0.01 -0.02 -0.01
C 4.9042 3.6579 -2.5546 0.02 -0.02 0.00
H 4.9854 -3.8303 -0.3451 0.00 -0.01 -0.01
H -1.9166 3.4726 4.1469 0.00 0.00 0.00
P 1.6507 -1.9075 -2.7944 0.06 0.04 0.02
H 5.7462 0.1500 0.3987 0.00 -0.01 0.00
P -2.6372 0.4811 0.4566 0.06 -0.18 -0.02
C 4.8385 -1.9887 -2.3932 -0.06 0.01 -0.04
H -0.3417 -3.9380 -1.0501 -0.07 0.06 0.06
H 0.0129 -5.8408 -4.3291 0.02 -0.01 0.01
F 6.2416 3.7591 -2.6433 -0.01 0.00 0.00
H -2.7432 -4.2741 0.8160 0.00 0.00 0.00
H 0.3155 0.4655 -3.1257 0.03 0.07 0.00
S 2.1792 -0.4865 -3.9997 0.08 -0.03 0.03
H 1.1642 -4.6969 -1.5753 -0.06 -0.01 -0.01
F -1.4655 4.4908 0.5044 0.00 -0.04 -0.02
O 0.1886 -1.3069 2.0834 -0.05 -0.04 -0.05
H -1.8836 -1.9868 -0.4522 0.00 0.00 0.00
```
Forces are in eV/Å.

Density functional theory data (the ωB97M-V functional and the def2-TZVPD basis) for a molecular structure, C32H48BMoN8Se in a non-equilibrium geometry.

Properties
* highest occupied orbital energy (spin up / spin down): -14.05 / -14.04 eV
* charge: +3
* max |F|: 0.042 Eh/bohr
* E_LUMO (spin up / spin down): -11.252 / -11.263 eV
* molecular weight: 730.50 g mol⁻¹

```
91
Properties=species:S:1:pos:R:3:forces:R:3
C 5.7529 -2.6361 2.7383 0.16 -0.64 0.79
H -4.3943 4.2698 2.4174 0.00 0.00 0.00
N -3.6288 0.4733 -1.1555 0.03 0.18 -0.01
H -3.0551 4.7639 -4.1783 0.00 0.00 0.00
H 2.2819 0.6773 -4.7403 -0.01 0.00 0.02
H 1.8286 1.8834 3.5750 -0.02 -0.01 -0.02
H -6.3575 1.0384 -0.8171 0.00 0.01 0.01
H 5.1451 -0.4560 0.2525 -0.01 -0.01 -0.02
H -0.0154 -0.5187 1.3369 0.03 -0.20 0.06
H 1.2755 2.9134 2.2424 0.00 0.00 0.00
H -0.1328 -3.2380 -0.5068 0.20 0.11 -0.04
N -2.2219 2.3431 -2.0109 -0.12 -0.09 0.18
C -2.2121 -2.8739 -1.1160 0.07 0.07 0.00
H 0.9420 -0.3797 -2.4310 0.00 -0.09 0.09
H 1.1157 1.8596 -5.3239 0.00 0.01 0.00
C -3.3167 4.1280 -3.3370 0.08 -0.02 -0.01
Mo -0.7194 0.2019 -0.6395 -1.51 1.41 0.60
H -2.6872 -3.3181 0.9722 0.01 -0.01 0.00
C -0.0194 1.2042 2.6674 -0.11 -0.02 -0.18
H -4.2029 3.5503 -3.6010 0.00 -0.01 0.00
H 8.1449 -3.1879 5.0071 -0.01 -0.01 0.00
N -1.0247 1.6742 -1.9544 0.04 -0.69 0.44
H -5.1872 3.1909 1.2666 0.00 -0.02 -0.01
H -0.5837 3.7475 -4.4515 0.01 0.00 0.00
C -3.1001 -1.6700 -1.2113 -0.25 -0.59 -0.10
C 2.1764 2.8072 -2.9714 -0.01 0.09 0.03
C 4.8845 -3.6841 3.0788 0.87 0.18 0.41
H -1.8786 -2.9545 -3.2770 0.01 -0.01 0.00
N -2.6008 -0.4156 -0.9963 0.98 0.38 0.04
C -3.0789 2.9037 1.4745 -0.18 0.01 -0.27
C -2.2050 -3.6087 -2.4661 -0.02 -0.04 -0.05
C -2.1588 2.7029 2.5025 0.33 -0.27 -0.05
C 1.1689 1.6650 -3.1597 -0.04 -0.05 0.06
H 1.5301 -0.2287 2.0532 0.05 -0.13 -0.21
H 3.1863 2.4475 -3.1693 -0.01 -0.01 0.02
H 1.9720 3.6217 -3.6650 0.00 -0.01 -0.01
H 1.0606 0.8911 0.8046 0.14 0.02 -0.08
H 6.6399 -5.0361 5.5781 0.00 0.01 0.00
H -0.9749 0.9924 4.6073 0.01 0.01 0.00
H 0.4251 -0.0514 4.3780 0.00 0.00 -0.03
C 1.4622 0.5529 -2.1522 -0.38 0.04 -0.21
H 2.5231 0.3087 -2.1010 -0.03 -0.21 0.11
H -4.2899 2.6495 -1.1175 0.01 -0.02 -0.01
C 6.9540 -2.4225 3.4261 -0.41 0.02 -0.32
H 6.6971 -1.3124 0.4088 0.03 0.05 -0.02
C 0.9494 2.3146 3.0951 0.02 0.07 0.01
H 7.6273 -1.6155 3.1747 0.01 0.00 -0.02
H -0.3174 -1.9538 -1.6886 0.11 0.06 0.03
C 0.6680 0.3008 1.6482 -0.19 0.23 0.13
C 5.1754 -4.5822 4.1109 -0.20 0.26 -0.38
N 5.1788 -1.9627 1.6856 -0.53 0.15 -0.78
C 7.2308 -3.3017 4.4409 -0.18 -0.56 0.37
H -5.9861 1.1653 -2.5367 0.02 0.01 0.00
H 2.1405 3.2135 -1.9583 0.01 -0.01 0.00
N 3.8295 -3.5871 2.2093 -0.42 0.32 -0.63
H -4.2081 4.5370 0.6828 0.02 0.00 -0.02
C -4.7428 -0.1969 -1.4611 -0.08 0.23 0.04
Se 2.8390 -2.0857 0.0127 -0.53 0.24 -0.50
N -2.7050 2.1549 0.4249 -0.15 0.18 -0.06
C -2.1797 3.2317 -3.0031 -0.16 0.08 0.04
H 4.5146 -5.3994 4.3639 0.00 0.00 0.00
H -2.0910 -4.7024 0.0360 0.01 0.02 0.00
C -0.7868 -2.4177 -0.8011 -0.26 0.17 -0.20
C 1.2829 1.0833 -4.5784 0.01 0.01 -0.06
N -1.5640 1.4758 0.7427 0.27 -0.86 -1.21
H 3.0518 -4.2225 2.1424 -0.01 0.04 -0.03
H -1.5399 -4.4717 -2.4234 0.01 0.02 0.02
H 0.5516 0.2902 -4.7464 0.01 -0.01 0.00
H -1.1161 -0.4444 3.5943 0.00 0.00 0.01
H 1.2358 0.8809 -1.1119 0.28 0.12 0.11
C 5.8505 -0.8944 0.9502 -0.15 -0.16 0.18
H -5.1307 -2.3618 -1.7196 0.01 -0.01 0.00
H 6.1940 -0.1429 1.6572 0.03 0.03 -0.02
C -4.4389 -1.5658 -1.5013 0.27 -0.09 0.04
C -1.2291 1.8050 2.0139 0.23 0.18 0.80
C -2.7105 -3.8063 -0.0044 -0.07 0.01 0.07
H -3.5705 4.7621 -2.4869 0.00 0.00 0.01
C 6.3557 -4.3700 4.7751 0.57 0.36 0.09
H 0.4738 2.9821 3.8126 0.00 -0.01 0.01
C -0.4497 0.3714 3.8827 -0.05 -0.03 0.04
C 4.0042 -2.5508 1.3510 0.54 -0.17 0.77
C -4.2856 3.7732 1.4568 0.06 -0.02 0.08
B -3.3215 1.9811 -0.9748 -0.04 0.01 -0.08
H -6.8116 -0.2683 -1.9174 0.00 0.00 0.00
H -2.1814 3.1584 3.4779 0.01 0.00 0.01
H -0.7773 -1.7599 0.1018 0.06 -0.25 0.23
C -6.0485 0.4730 -1.6967 0.04 -0.08 0.01
H -3.2034 -3.9711 -2.7075 0.00 0.00 0.01
C -0.2237 2.1791 -2.9495 0.35 0.17 -0.37
C -0.9188 3.1519 -3.6190 0.12 -0.15 0.08
H -3.7359 -4.1199 -0.1955 0.00 0.00 -0.02
```
Forces are in eV/Å.